[1]
This record from OMol25 describes 2 unconnected molecules or ions with the total composition C5H14. The level of theory is wB97M-V/def2-TZVPD.

SMILES ... CCC.CC
Energy relative to the best compared isomer or geometry (same formula, charge and spin) ... 24.7 kcal/mol
Gap between HOMO and LUMO ... 12.346 eV
E_HOMO ... -11.2 eV

ORCA input file:
```
! RIJCOSX wB97M-V def2-TZVPD def2/J DEFGRID3
* xyz 0 1
C 1.2523 0.2000 0.4696
C 0.8666 -1.3181 0.4609
C 1.4724 -2.0584 1.6558
H 2.2896 0.2679 0.8583
H 1.5266 0.5434 -0.5287
H 0.7080 0.9104 1.0797
H -0.2167 -1.3014 0.5980
H 1.0466 -1.6669 -0.5478
H 2.0265 -2.9342 1.3057
H 2.1607 -1.5357 2.3177
H 0.6496 -2.3383 2.3183
C -1.5347 1.9985 -1.8069
C -1.9486 1.0228 -0.6881
H -0.5877 1.9947 -2.3332
H -2.2157 1.8318 -2.6629
H -1.9268 2.9725 -1.5170
H -2.2269 1.6197 0.1802
H -1.2044 0.2866 -0.4098
H -2.8365 0.4574 -0.9687
*
```

Results of the Löwdin charge analysis, in e, for atoms 1 through 8: atom 1 (C): -0.138, atom 2 (C): -0.293, atom 3 (C): -0.122, atom 4 (H): 0.063, atom 5 (H): 0.060, atom 6 (H): 0.067, atom 7 (H): 0.074, atom 8 (H): 0.095

[2]
This record from OMol25 describes 2 unconnected molecules or ions with the total composition C5H15N3P. The level of theory is wB97M-V/def2-TZVPD.

Energy relative to the best compared isomer or geometry (same formula, charge and spin) ... 61.9 kcal/mol
Gap between HOMO and LUMO ... 6.922 eV
E_HOMO ... -10.2 eV

ORCA input file:
```
! RIJCOSX wB97M-V def2-TZVPD def2/J DEFGRID3
* xyz 1 1
C -0.6343 -2.0331 -2.7160
C -0.9087 -1.6039 -1.4765
C 0.7729 3.4484 4.7888
C -0.5938 -3.9491 -4.2675
C 0.6528 2.3337 2.5307
N 1.2934 1.8197 1.4997
N 1.2157 3.1094 3.4443
N -0.8073 -3.3686 -2.9900
P -0.6852 0.0148 -0.9342
H -0.1291 -1.2969 -3.3570
H -1.2143 -2.4939 -0.7089
H 1.1496 4.5009 4.9999
H -0.3051 3.3807 4.8392
H 1.0497 2.8289 5.6790
H -0.5967 -5.0535 -4.1770
H -1.4931 -3.7948 -4.8734
H 0.3291 -3.4674 -4.6490
H -0.3955 2.1390 2.4691
H 0.9454 1.1069 0.7783
H 2.3444 1.9434 1.4959
H 2.2221 3.2369 3.2811
H -1.6518 -3.7071 -2.4805
H -2.0077 0.4403 -0.8161
H -0.5524 0.4657 -2.3600
*
```

Results of the Löwdin charge analysis, in e, for atoms 1 through 8: atom 1 (C): -0.271, atom 2 (C): -0.545, atom 3 (C): -0.048, atom 4 (C): -0.113, atom 5 (C): -0.142, atom 6 (N): 0.148, atom 7 (N): 0.005, atom 8 (N): -0.122

[3]
This record from OMol25 describes 5 unconnected molecules or ions with the total composition C47H83Br2IN8O5P. The level of theory is wB97M-V/def2-TZVPD.

Gap between HOMO and LUMO (alpha / beta) ... 7.070 / 8.011 eV
E_HOMO (alpha / beta) ... -9.8 / -10.8 eV
<S²> ... 6.02

ORCA input file:
```
! RIJCOSX wB97M-V def2-TZVPD def2/J DEFGRID3
* xyz 1 5
C 1.8301 -2.7191 -4.5313
C 0.9720 -2.0009 -5.5174
Br 1.2841 -2.3586 -7.3453
C 0.0217 -1.1433 -5.1558
Br -1.0551 -0.1942 -6.3788
C -0.2408 -0.8973 -3.7401
C -1.2626 -1.4295 -3.0069
C -2.3511 -2.3213 -3.4018
C -2.1117 -3.4564 -4.1527
C -3.1567 -4.2916 -4.5125
C -4.4279 -3.9195 -4.1071
C -4.5686 -2.7497 -3.3725
N -3.5745 -1.9587 -3.0033
N -1.0925 -0.9292 -1.7122
P -2.1580 -1.3870 -0.3910
O -2.0221 -2.8249 -0.1520
C -0.0198 -0.1235 -1.6940
I 0.7951 0.9157 -0.1174
N 0.5059 -0.1008 -2.9114
N 1.6409 0.5872 -3.3141
H 1.3195 -2.8726 -3.5854
H 2.7093 -2.1133 -4.3270
H 2.1540 -3.6884 -4.8913
H -1.1036 -3.7075 -4.4350
H -2.9860 -5.1794 -5.0942
H -5.2834 -4.5222 -4.3484
H -5.5612 -2.4496 -3.0742
H -1.7765 -0.6100 0.7101
H -3.4364 -1.0155 -0.8101
H 1.5460 0.8121 -4.2987
H 1.7201 1.4564 -2.7955
C 4.2810 6.1823 -1.7452
C 4.2868 5.0029 -0.7440
C 5.5389 5.0618 0.1324
C 6.8183 4.6613 -0.5979
C 6.6564 3.3026 -1.2756
C 5.4318 3.2284 -2.1872
N 4.2045 3.6979 -1.4730
O 3.7688 2.7708 -0.6853
C 5.6758 4.0598 -3.4599
C 5.2369 1.7936 -2.6640
C 3.0535 5.1855 0.1331
H 3.7729 7.0446 -1.3171
H 5.2802 6.5194 -2.0152
H 3.7476 5.9249 -2.6601
H 5.4068 4.3978 0.9927
H 5.6397 6.0717 0.5341
H 7.1005 5.4225 -1.3297
H 7.6424 4.6137 0.1152
H 7.5481 3.0693 -1.8599
H 6.5799 2.5305 -0.5034
H 4.7716 4.1140 -4.0681
H 6.4515 3.5877 -4.0615
H 6.0153 5.0728 -3.2635
H 5.1641 1.0891 -1.8376
H 6.0886 1.4971 -3.2737
H 4.3362 1.7007 -3.2752
H 2.1360 5.1186 -0.4553
H 3.0880 6.1690 0.5977
H 3.0045 4.4513 0.9358
C -8.7821 -0.4550 1.8341
C -7.3464 -0.3521 1.2662
C -6.4119 -1.2969 2.0191
C -6.0562 -0.8250 3.4276
C -5.5322 0.6095 3.4021
C -6.4631 1.5826 2.6852
N -6.8493 1.0547 1.3423
O -5.8841 1.2314 0.5012
C -7.7082 1.8499 3.5503
C -5.7725 2.9341 2.5413
C -7.4400 -0.7955 -0.1894
H -9.3507 -1.2166 1.3029
H -8.8074 -0.7329 2.8865
H -9.3228 0.4831 1.7142
H -5.4833 -1.4090 1.4466
H -6.8617 -2.2903 2.0704
H -6.9209 -0.9075 4.0904
H -5.2930 -1.4801 3.8517
H -5.3632 0.9601 4.4224
H -4.5542 0.6154 2.9061
H -8.4357 2.4513 3.0042
H -7.4208 2.4050 4.4425
H -8.2032 0.9470 3.8982
H -4.8101 2.8547 2.0376
H -5.5927 3.3526 3.5314
H -6.3938 3.6353 1.9828
H -8.0750 -0.1225 -0.7671
H -7.8730 -1.7940 -0.2305
H -6.4639 -0.8443 -0.6710
C -3.4494 6.3135 6.4559
C -3.6536 5.0892 7.3803
C -2.6212 5.1065 8.5092
C -1.2096 4.7363 8.0555
C -1.2115 3.4087 7.2993
C -2.2134 3.3792 6.1458
N -3.5659 3.8208 6.5943
O -4.1585 2.8596 7.2207
C -1.7047 4.2642 4.9923
C -2.3008 1.9708 5.5757
C -5.0495 5.2334 7.9742
H -4.0450 7.1567 6.8014
H -2.4171 6.6605 6.4253
H -3.7694 6.0982 5.4364
H -2.9309 4.4047 9.2898
H -2.6170 6.0971 8.9682
H -0.7821 5.5295 7.4358
H -0.5580 4.6552 8.9271
H -0.2127 3.1978 6.9110
H -1.4475 2.6044 8.0029
H -2.4591 4.3486 4.2082
H -0.8149 3.8138 4.5512
H -1.4196 5.2663 5.3010
H -2.5467 1.2288 6.3330
H -1.3422 1.6821 5.1441
H -3.0576 1.9205 4.7901
H -5.8150 5.1939 7.1975
H -5.1249 6.1951 8.4793
H -5.2669 4.4625 8.7105
C 6.9065 -6.5211 -5.5458
C 5.8422 -5.9360 -4.5870
C 6.4398 -5.7647 -3.1899
C 6.6257 -7.0825 -2.4407
C 5.3249 -7.8854 -2.4197
C 4.7272 -8.0995 -3.8107
N 4.6291 -6.8071 -4.5528
O 3.6057 -6.1310 -4.1446
C 5.5780 -9.1165 -4.5932
C 3.3458 -8.7306 -3.6839
C 5.4683 -4.5741 -5.1479
H 7.4651 -5.7223 -6.0314
H 7.6415 -7.1443 -5.0395
H 6.4451 -7.1098 -6.3380
H 5.7856 -5.1175 -2.5960
H 7.3958 -5.2438 -3.2753
H 7.4312 -7.6711 -2.8872
H 6.9404 -6.8755 -1.4164
H 5.4949 -8.8572 -1.9533
H 4.5982 -7.3615 -1.7904
H 5.2358 -9.1941 -5.6257
H 5.4810 -10.1010 -4.1373
H 6.6402 -8.8866 -4.6016
H 2.6821 -8.1469 -3.0491
H 3.4410 -9.7195 -3.2382
H 2.8748 -8.8428 -4.6614
H 5.0109 -4.6639 -6.1351
H 6.3603 -3.9562 -5.2438
H 4.7818 -4.0292 -4.5008
*
```

Results of the Löwdin charge analysis, in e, for atoms 1 through 8: atom 1 (C): -0.099, atom 2 (C): -0.760, atom 3 (Br): 0.795, atom 4 (C): -0.741, atom 5 (Br): 0.800, atom 6 (C): -0.225, atom 7 (C): -0.107, atom 8 (C): -0.246

[4]
This record from OMol25 describes 2 unconnected molecules or ions with the total composition C34H36N2O5. The level of theory is wB97M-V/def2-TZVPD.

Energy relative to the best compared isomer or geometry (same formula, charge and spin) ... 0.0 kcal/mol
Gap between HOMO and LUMO ... 4.355 eV
E_HOMO ... -6.2 eV

ORCA input file:
```
! RIJCOSX wB97M-V def2-TZVPD def2/J DEFGRID3
* xyz 0 1
C -0.2621 -3.2403 5.2593
N -0.6071 -2.4585 4.0956
C -1.8466 -1.9035 3.9606
O -2.7807 -2.0406 4.7474
C -1.8427 -1.1064 2.6563
C -2.1000 0.3851 2.8914
C -3.4824 0.6392 3.4528
C -3.6383 1.3155 4.6675
C -4.9109 1.4548 5.2260
C -6.0297 0.9443 4.5551
C -5.8734 0.3013 3.3217
C -4.6005 0.1609 2.7629
N -0.5146 -1.3863 2.1120
C -0.1391 -0.8818 0.9184
C 1.1311 -1.0432 0.3896
C 1.6050 -0.5639 -0.8265
C 2.9416 -0.8637 -1.2759
C 3.3929 -0.4126 -2.5401
C 4.6331 -0.7410 -3.0647
C 5.5132 -1.5216 -2.3006
C 5.1160 -1.9647 -1.0319
C 3.8662 -1.6326 -0.5177
C 0.3296 -2.1919 3.0114
C 1.5294 -1.3998 3.5521
C 0.7817 -3.5188 2.3858
H -1.1305 -3.2706 5.9229
H 0.0133 -4.2614 4.9658
H 0.5879 -2.7878 5.7869
H -2.6198 -1.5173 1.9861
H -1.3335 0.7628 3.5886
H -1.9676 0.9150 1.9333
H -2.7484 1.6892 5.1825
H -5.0227 1.9518 6.1904
H -7.0227 1.0502 4.9930
H -6.7362 -0.1044 2.7931
H -4.4590 -0.3494 1.8063
H -0.9017 -0.3271 0.3627
H 1.8262 -1.6089 0.9998
H 0.9466 -0.0064 -1.4872
H 2.7211 0.2397 -3.0839
H 4.9059 -0.3810 -4.0601
H 6.4980 -1.7736 -2.6910
H 5.7823 -2.5782 -0.4272
H 3.6032 -1.9814 0.4819
H 1.1698 -0.5384 4.1326
H 2.1208 -2.0613 4.1972
H 2.1704 -1.0337 2.7473
H -0.0977 -4.1478 2.1934
H 1.3153 -3.3647 1.4466
H 1.4502 -4.0296 3.0893
C -0.6599 4.1460 -3.7720
C -0.5080 3.8072 -2.2998
C -0.9661 4.9400 -1.3840
O -1.2730 2.6278 -1.9516
C -0.7620 1.4150 -2.3598
O -1.3783 0.4087 -2.0441
C 0.5240 1.4360 -3.0493
C 0.7428 0.7235 -4.2740
C 1.9297 0.9396 -5.0577
C 2.2454 0.1010 -6.1248
C 1.3477 -0.8897 -6.5337
C 0.1371 -1.0566 -5.8483
C -0.1546 -0.2983 -4.7159
C 1.4520 2.4538 -2.5611
O 2.6707 2.4024 -2.6094
O 0.8806 3.5565 -1.9567
H -0.3624 3.3063 -4.4143
H -1.7104 4.3933 -3.9719
H -0.0306 5.0173 -3.9957
H -0.8459 4.6484 -0.3376
H -0.3588 5.8292 -1.5729
H -2.0174 5.1753 -1.5664
H 2.6382 1.7041 -4.7285
H 3.2040 0.2207 -6.6349
H 1.5940 -1.5255 -7.3870
H -0.5744 -1.8093 -6.1941
H -1.0475 -0.4882 -4.1130
*
```

Results of the Löwdin charge analysis, in e, for atoms 1 through 8: atom 1 (C): -0.006, atom 2 (N): -0.038, atom 3 (C): -0.366, atom 4 (O): 0.090, atom 5 (C): -0.159, atom 6 (C): -0.077, atom 7 (C): -0.235, atom 8 (C): -0.040

| no. | F_max (eV Å⁻¹) |
| --- | --- |
| 1 | 2.8 |
| 2 | 4.3 |
| 3 | 2.0 |
| 4 | 2.0 |